<A>
A 2-piece molecular cluster, C8H12N4 overall. Source: OMol25; level of theory: wB97M-V/def2-TZVPD.

Element x y z (Å)
C  0.56  2.14  1.50
C  1.49  0.91  -0.58
C  1.49  1.38  0.72
C  3.42  0.42  0.34
N  2.69  0.32  -0.83
N  2.69  0.99  1.28
H  0.56  0.85  -1.15
H  2.94  0.03  -1.76
H  -0.34  1.61  1.87
H  0.06  3.04  0.94
H  4.46  0.20  0.47
H  0.99  2.65  2.37
C  -0.82  -2.42  -1.51
C  -1.58  -1.53  -0.66
C  -2.39  0.45  -0.04
C  -2.67  -1.78  0.14
N  -1.37  -0.17  -0.63
N  -3.25  -0.55  0.37
H  -2.42  1.50  0.16
H  -1.14  -2.71  -2.51
H  -0.67  -3.42  -0.90
H  -3.97  -0.65  1.08
H  -3.12  -2.74  0.37
H  0.18  -2.03  -1.75

## Properties
HOMO energy: -7.9 eV
SMILES string: Cc1c[nH]cn1.Cc1c[nH]cn1
HOMO-LUMO gap: 8.71 eV

These are the Löwdin partial charges, in e, on atoms 1 to 8:
1 C -0.09
2 C -0.10
3 C -0.38
4 C -0.19
5 N 0.05
6 N 0.08
7 H 0.09
8 H 0.14



<B>
A 2-piece molecular cluster, C8H12N4 overall. Source: OMol25; level of theory: wB97M-V/def2-TZVPD.

Element x y z (Å)
C  -0.16  -1.81  -0.96
C  0.45  -0.64  -1.61
C  0.64  1.38  -2.33
C  1.70  -0.52  -2.13
N  -0.20  0.58  -1.76
N  1.85  0.77  -2.61
H  0.36  2.34  -2.74
H  -1.19  -1.99  -1.23
H  -0.05  -1.70  0.13
H  2.74  1.23  -2.56
H  2.33  -1.34  -2.45
H  0.41  -2.73  -1.15
C  0.62  -0.13  2.99
C  -0.60  0.30  2.23
C  -2.41  0.03  1.14
C  -0.67  1.32  1.35
N  -1.71  -0.52  2.10
N  -1.86  1.16  0.65
H  -3.22  -0.51  0.68
H  1.49  -0.11  2.34
H  0.53  -1.15  3.36
H  -1.99  1.45  -0.30
H  0.07  2.04  1.03
H  0.85  0.54  3.82

## Properties
HOMO energy: -8.3 eV
SMILES string: Cc1c[nH]cn1.Cc1c[nH]cn1
HOMO-LUMO gap: 9.04 eV

These are the Löwdin partial charges, in e, on atoms 1 to 8:
1 C -0.04
2 C -0.34
3 C -0.21
4 C -0.08
5 N 0.09
6 N 0.05
7 H 0.12
8 H 0.08



Which structure is the most stable? The one labeled <B>.



<A>
A 2-piece molecular cluster, CH3N2O3S overall. Source: OMol25; level of theory: wB97M-V/def2-TZVPD.

Element x y z (Å)
C  -1.52  -0.98  -0.03
N  0.76  0.02  -0.08
N  -0.74  0.05  0.21
O  -3.63  1.25  -0.78
O  -1.16  -2.14  -0.17
O  -3.97  0.06  1.21
S  -3.81  -0.11  -0.23
H  0.94  -0.26  -1.09
H  1.21  -0.80  0.26
H  -1.10  0.84  0.71

## Properties
HOMO energy (alpha / beta): -2.7 / -2.7 eV
HOMO-LUMO gap (alpha / beta): 6.68 / 6.68 eV
Charge: -1

These are the Löwdin partial charges, in e, on atoms 1 to 8:
1 C -0.53
2 N 0.00
3 N -0.06
4 O -0.59
5 O -0.08
6 O -0.60
7 S 0.66
8 H 0.08



<B>
A 2-piece molecular cluster, CH3N2O3S overall. Source: OMol25; level of theory: wB97M-V/def2-TZVPD.

Element x y z (Å)
C  2.42  -0.31  0.07
N  0.78  0.21  0.23
N  -0.11  0.31  -0.73
O  2.97  0.35  0.89
O  2.67  -1.06  -0.79
O  -2.95  0.36  0.56
S  -4.44  -0.41  0.24
H  0.84  1.05  0.78
H  -0.02  -0.45  -1.45
H  -2.16  -0.05  0.21

## Properties
HOMO energy (alpha / beta): -4.5 / -2.7 eV
HOMO-LUMO gap (alpha / beta): 7.52 / 3.78 eV
Charge: -1

These are the Löwdin partial charges, in e, on atoms 1 to 8:
1 C -0.76
2 N -0.13
3 N -0.10
4 O -0.01
5 O 0.04
6 O -0.60
7 S 0.51
8 H 0.06



Which structure is the most stable? The one labeled <A>.



<A>
One molecule with the formula C5H9N2P. Source: OMol25; level of theory: wB97M-V/def2-TZVPD.

Element x y z (Å)
C  1.50  1.33  -1.64
C  0.38  2.00  -1.90
C  -0.04  0.25  -0.62
C  -1.05  -0.15  2.08
C  0.24  -2.20  0.62
N  1.22  0.29  -0.83
N  -0.63  1.29  -1.23
P  -1.11  -0.92  0.30
H  2.41  1.73  -2.05
H  0.18  2.73  -2.63
H  -1.69  -0.81  2.69
H  -1.45  0.82  2.14
H  -0.05  -0.37  2.57
H  0.92  -1.79  1.39
H  0.71  -2.26  -0.34
H  0.07  -3.29  0.82
H  -1.63  1.35  -1.37

## Properties
HOMO energy: -8.6 eV
SMILES string: CP(C)c1ncc[nH]1
HOMO-LUMO gap: 9.69 eV

These are the Löwdin partial charges, in e, on atoms 1 to 8:
1 C -0.18
2 C -0.10
3 C -0.60
4 C -0.29
5 C -0.31
6 N 0.06
7 N 0.04
8 P 0.92



<B>
One molecule with the formula C5H9N2P. Source: OMol25; level of theory: wB97M-V/def2-TZVPD.

Element x y z (Å)
C  2.93  0.59  -0.20
C  2.65  -0.69  0.19
C  1.79  1.28  -0.41
C  1.27  -0.83  0.11
C  -3.20  0.12  0.76
N  0.78  0.38  -0.17
N  -0.44  0.86  -0.23
P  -1.77  -0.27  -0.53
H  3.98  1.05  -0.04
H  3.52  -1.34  0.17
H  1.84  2.36  -0.38
H  0.76  -1.77  0.36
H  -3.87  -0.34  0.04
H  -3.50  1.04  1.05
H  -2.89  -0.56  1.55
H  -1.98  -0.17  -1.81
H  -1.88  -1.71  -0.45

## Properties
HOMO energy: -6.8 eV
SMILES string: C[PH2]=Nn1cccc1
HOMO-LUMO gap: 7.06 eV

These are the Löwdin partial charges, in e, on atoms 1 to 8:
1 C -0.19
2 C -0.15
3 C -0.12
4 C -0.14
5 C -0.18
6 N -0.33
7 N -0.21
8 P 0.90



Which structure is the most stable? The one labeled <A>.



<A>
One molecule with the formula C6H6N2OS. Source: OMol25; level of theory: wB97M-V/def2-TZVPD.

Element x y z (Å)
C  -1.30  2.35  -0.17
C  -0.27  1.50  -0.10
C  -1.08  -0.06  -0.14
C  -1.47  -2.30  0.16
C  1.16  1.55  -0.03
C  -0.58  -1.36  -0.25
N  -2.56  2.01  -0.05
N  1.61  2.74  0.06
O  -3.78  -0.11  -0.32
S  -2.68  0.43  0.46
H  -1.21  3.40  -0.26
H  -1.20  -3.30  -0.08
H  -2.48  -2.02  0.38
H  1.82  0.63  -0.23
H  0.36  -1.44  -0.73
H  2.59  2.78  0.22

## Properties
HOMO energy (alpha / beta): -8.8 / -8.6 eV
HOMO-LUMO gap (alpha / beta): 7.44 / 6.60 eV

These are the Löwdin partial charges, in e, on atoms 1 to 8:
1 C -0.25
2 C -0.11
3 C -0.20
4 C 0.06
5 C -0.22
6 C -0.17
7 N -0.14
8 N 0.11



<B>
One molecule with the formula C6H6N2OS. Source: OMol25; level of theory: wB97M-V/def2-TZVPD.

Element x y z (Å)
C  -2.07  -1.82  0.32
C  1.62  1.06  0.59
C  1.29  -0.30  0.24
C  0.57  1.88  0.71
C  -0.01  -0.56  0.10
C  -0.75  -1.78  -0.27
N  -3.10  -1.86  0.80
N  -1.77  1.61  -0.67
O  -3.09  1.97  -0.35
S  -1.00  1.07  0.61
H  2.64  1.37  0.70
H  2.07  -1.03  0.08
H  0.58  2.92  0.96
H  -0.89  -1.83  -1.36
H  -0.20  -2.68  0.03
H  -3.68  1.23  -0.56

## Properties
HOMO energy: -8.5 eV
HOMO-LUMO gap: 8.16 eV

These are the Löwdin partial charges, in e, on atoms 1 to 8:
1 C -0.26
2 C -0.14
3 C -0.11
4 C -0.26
5 C -0.28
6 C -0.17
7 N 0.17
8 N -0.43



Which structure is the most stable? The one labeled <B>.



<A>
An isolated ion of composition C7H11N2 and charge +1. Source: OMol25; level of theory: wB97M-V/def2-TZVPD.

Element x y z (Å)
C  1.17  1.07  1.47
C  1.65  0.61  -0.79
C  -0.07  0.44  1.45
C  -1.35  0.73  1.66
C  -0.20  -0.44  0.23
C  -0.95  -1.70  0.17
C  -0.47  -0.21  -2.10
N  0.33  0.07  -0.82
N  2.03  1.02  0.40
H  1.58  1.47  2.41
H  2.28  0.66  -1.70
H  -2.14  0.05  1.42
H  -1.61  1.72  2.14
H  -1.37  -1.90  1.24
H  -0.29  -2.50  -0.02
H  -1.69  -1.70  -0.51
H  -1.46  -0.19  -1.88
H  -0.21  0.59  -2.83
H  -0.13  -1.18  -2.56
H  2.90  1.39  0.63

## Properties
HOMO energy (alpha / beta): -11.1 / -11.0 eV
HOMO-LUMO gap (alpha / beta): 6.72 / 6.47 eV
Charge: +1

These are the Löwdin partial charges, in e, on atoms 1 to 8:
1 C -0.03
2 C -0.04
3 C -0.22
4 C 0.09
5 C -0.22
6 C 0.02
7 C 0.07
8 N -0.01



<B>
An isolated ion of composition C7H11N2 and charge +1. Source: OMol25; level of theory: wB97M-V/def2-TZVPD.

Element x y z (Å)
N  -2.21  1.55  0.76
C  -0.93  1.82  1.48
C  0.04  0.59  1.59
C  0.37  -0.16  0.26
C  1.30  -1.33  0.37
C  1.65  -2.13  -0.80
C  1.04  -1.74  -2.08
N  0.21  -0.64  -2.17
C  -0.12  0.13  -1.06
H  -2.28  0.58  0.45
H  -2.24  2.14  -0.08
H  -0.41  2.75  1.11
H  -1.24  2.07  2.54
H  0.97  0.91  2.15
H  -0.46  -0.17  2.26
H  1.76  -1.63  1.34
H  2.33  -3.00  -0.76
H  1.21  -2.30  -3.03
H  -0.16  -0.40  -3.09
H  -0.81  0.98  -1.23

## Properties
HOMO energy: -12.7 eV
SMILES string: NCCc1ccc[nH+]c1
HOMO-LUMO gap: 7.80 eV
Charge: +1

These are the Löwdin partial charges, in e, on atoms 1 to 8:
1 N -0.02
2 C -0.26
3 C -0.14
4 C -0.12
5 C 0.06
6 C 0.01
7 C 0.00
8 N 0.08



<C>
C7H11N2 as an isolated structure. Source: OMol25; level of theory: wB97M-V/def2-TZVPD.

Element x y z (Å)
C  -0.70  2.07  -0.35
C  0.39  1.49  -0.35
C  -1.83  -0.71  0.02
C  0.35  -1.89  -0.47
C  1.08  -0.68  -0.99
C  -2.60  0.26  0.48
C  1.86  0.35  1.12
N  -1.09  -1.62  -0.19
N  1.12  0.43  -0.12
H  -1.13  3.05  -0.71
H  0.22  -2.64  -1.19
H  0.90  -2.29  0.43
H  2.04  -0.97  -1.21
H  0.74  -0.32  -1.98
H  -2.54  0.31  1.52
H  -3.36  0.74  -0.12
H  -1.63  1.19  0.15
H  1.26  0.07  1.98
H  2.73  -0.27  0.79
H  2.20  1.44  1.20

## Properties
HOMO energy: -13.0 eV
HOMO-LUMO gap: 9.11 eV
Charge: +1

These are the Löwdin partial charges, in e, on atoms 1 to 8:
1 C 0.08
2 C -0.07
3 C -0.10
4 C -0.09
5 C -0.16
6 C -0.01
7 C 0.01
8 N 0.19



Which structure is the most stable? The one labeled <B>.



<A>
An isolated ion of composition C6H13N and charge -1. Source: OMol25; level of theory: wB97M-V/def2-TZVPD.

Element x y z (Å)
C  -1.71  -1.65  1.35
N  -0.58  -0.60  1.04
C  0.13  -0.70  -0.17
C  0.77  0.63  -0.40
C  -0.27  1.74  -0.81
C  0.22  3.01  -1.15
C  1.36  -1.77  -0.15
H  -2.63  -1.51  0.60
H  -1.88  -1.52  2.42
H  -1.35  -2.70  1.23
H  0.04  -0.51  1.81
H  -0.69  -0.92  -0.87
H  1.49  0.65  -1.15
H  1.33  1.13  0.39
H  -1.34  1.41  -0.83
H  -0.09  3.62  -2.01
H  1.12  3.30  -0.56
H  2.34  -1.35  -0.11
H  1.37  -2.37  0.76
H  1.34  -2.58  -1.01

## Properties
HOMO energy (alpha / beta): 1.1 / -1.9 eV
2S+1: 2
HOMO-LUMO gap (alpha / beta): 2.61 / 5.53 eV
Charge: -1

These are the Löwdin partial charges, in e, on atoms 1 to 8:
1 C -0.10
2 N -0.11
3 C -0.46
4 C -0.29
5 C -0.35
6 C -0.24
7 C -0.08
8 H 0.10



<B>
An isolated ion of composition C6H13N and charge -1. Source: OMol25; level of theory: wB97M-V/def2-TZVPD.

Element x y z (Å)
C  0.48  -0.07  2.38
C  0.73  0.97  1.27
C  -0.32  1.11  0.15
C  -0.70  -0.24  -0.41
C  -1.66  -0.97  0.14
C  0.99  -0.08  -2.30
N  0.09  -0.81  -1.41
H  -0.60  -0.13  2.55
H  0.83  0.37  3.32
H  0.90  -1.05  2.17
H  1.66  0.74  0.74
H  0.92  1.91  1.77
H  -1.22  1.67  0.42
H  0.19  1.69  -0.62
H  -1.81  -1.96  -0.31
H  -2.38  -0.69  0.89
H  1.36  0.88  -1.93
H  1.89  -0.69  -2.43
H  0.57  0.00  -3.30
H  0.51  -1.70  -1.17

## Properties
HOMO energy (alpha / beta): 1.4 / -4.4 eV
2S+1: 2
HOMO-LUMO gap (alpha / beta): 2.66 / 8.20 eV
Charge: -1

These are the Löwdin partial charges, in e, on atoms 1 to 8:
1 C -0.16
2 C -0.31
3 C -0.20
4 C -0.43
5 C -0.04
6 C -0.42
7 N -0.06
8 H 0.05



<C>
A 2-piece molecular cluster, C6H13N overall. Source: OMol25; level of theory: wB97M-V/def2-TZVPD.

Element x y z (Å)
C  1.38  0.13  1.42
C  1.53  -0.30  -0.08
C  0.34  0.15  -1.02
C  -0.94  0.26  -0.27
C  -1.99  -0.58  -0.17
C  -3.23  -0.18  0.62
N  2.66  0.32  -0.80
H  0.48  -0.21  1.93
H  1.54  1.21  1.44
H  2.28  -0.31  1.90
H  1.63  -1.39  -0.16
H  0.55  1.18  -1.32
H  0.22  -0.57  -1.83
H  -1.00  1.05  0.48
H  -2.06  -1.37  -0.92
H  -4.00  0.26  -0.02
H  -3.08  0.48  1.49
H  -3.72  -1.10  0.95
H  2.17  1.99  -0.34
H  3.55  -0.13  -0.55

## Properties
HOMO energy (alpha / beta): -0.7 / -2.5 eV
2S+1: 2
HOMO-LUMO gap (alpha / beta): 4.43 / 6.26 eV
Charge: -1

These are the Löwdin partial charges, in e, on atoms 1 to 8:
1 C -0.14
2 C -0.57
3 C -0.23
4 C -0.18
5 C -0.18
6 C -0.14
7 N -0.17
8 H 0.04



Which structure is the most stable? The one labeled <B>.